[1]
Density functional theory data (the ωB97M-V functional and the def2-TZVPD basis) for a molecular structure, C31H41IrNO7P.

Properties
charge: 0

Structure (XYZ):
```
82
Properties=species:S:1:pos:R:3:forces:R:3
Ir 0.6134 -0.0761 0.3647 0.1 -0.5 -0.3
C 2.0822 -2.7887 -0.9198 0.0 -0.1 0.0
O 1.6835 -1.5103 -1.4163 0.2 0.2 0.1
C 2.5022 -1.0791 -2.5083 -0.1 0.0 0.0
C 3.7751 -0.3950 -2.0714 -0.1 -0.1 0.1
O 3.3884 0.7607 -1.3807 0.0 0.1 -0.1
C 4.4660 1.6090 -1.0421 0.1 -0.1 0.0
H 2.1594 -3.4874 -1.7574 0.0 0.0 0.0
H 1.3188 -3.1273 -0.2273 0.0 0.0 0.0
H 3.0317 -2.7435 -0.3851 0.0 0.0 0.0
H 1.8951 -0.3772 -3.0797 0.0 0.0 0.0
H 2.7304 -1.9415 -3.1420 0.0 0.0 0.0
H 4.3735 -0.1531 -2.9616 0.0 0.0 0.0
H 4.3823 -1.0474 -1.4270 0.0 0.0 0.0
H 4.9429 2.0120 -1.9432 0.0 0.0 0.0
H 5.2237 1.0746 -0.4581 0.0 0.0 0.0
H 4.0688 2.4198 -0.4379 0.0 0.0 0.0
O 5.8835 -0.0969 3.6122 0.0 0.0 -0.1
C 4.9085 -0.1023 2.9182 0.0 0.0 0.1
C 4.2681 1.1220 2.2394 0.0 0.0 0.0
O 4.7094 2.2465 2.2206 0.0 0.0 0.1
C 3.0399 0.5950 1.6460 -0.1 0.0 0.0
C 2.8994 -0.7525 1.8668 -0.1 -0.1 -0.1
O 1.8115 -1.3442 1.4279 0.1 0.2 0.3
C 4.0316 -1.3226 2.5885 0.0 0.0 0.0
O 4.2617 -2.4732 2.8780 0.0 0.0 0.0
O 2.0971 1.2186 1.0001 0.0 0.0 0.1
C -1.2823 2.9947 3.4552 0.0 0.0 0.0
C -0.4332 2.4599 2.3042 0.0 0.0 0.0
C -0.6485 3.2680 1.0232 0.0 0.0 0.0
P -0.6948 0.6844 1.9501 0.0 0.0 -0.2
C -0.7173 -0.2324 3.5251 -0.1 0.0 0.0
C 0.5517 0.0053 4.3463 0.1 0.0 0.0
C -0.9753 -1.7184 3.2728 0.0 0.0 0.0
C -2.3205 0.5144 1.1943 0.0 0.0 -0.1
C -3.5432 0.7783 1.7976 0.0 0.0 0.0
C -4.7293 0.6997 1.0787 0.0 0.0 -0.1
C -6.0580 0.9864 1.7235 0.0 0.0 0.0
C -4.6447 0.3562 -0.2702 0.0 0.0 0.1
C -3.4347 0.0796 -0.8863 0.0 0.0 0.0
C -2.2528 0.1405 -0.1518 -0.1 0.1 0.1
N -0.9724 -0.1495 -0.6991 0.1 0.0 0.2
C -0.9540 -0.5616 -2.0715 -0.1 0.1 0.0
C -1.2915 -1.8767 -2.3957 0.0 0.0 0.0
C -1.7014 -2.8541 -1.3298 0.0 0.0 0.0
C -1.2536 -2.2576 -3.7308 0.0 0.0 0.0
C -0.9061 -1.3648 -4.7382 0.0 0.0 0.0
C -0.8447 -1.8079 -6.1753 0.0 0.0 0.0
C -0.5949 -0.0582 -4.3826 0.0 0.0 0.0
C -0.6080 0.3625 -3.0575 0.0 0.0 0.1
C -0.2468 1.7771 -2.6920 0.0 0.0 0.0
H -0.9748 4.0166 3.6828 0.0 0.0 0.0
H -1.1771 2.4099 4.3694 0.0 0.0 0.0
H -2.3385 3.0257 3.1799 0.0 0.0 0.0
H 0.6294 2.5178 2.5568 0.0 0.0 0.0
H -1.6949 3.2344 0.7107 0.0 0.0 0.0
H -0.0265 2.8943 0.2092 0.0 0.0 0.0
H -0.3801 4.3104 1.2016 0.0 0.0 0.0
H -1.5804 0.1816 4.0602 0.0 0.0 0.0
H 1.3565 -0.6357 3.9877 0.0 0.0 0.0
H 0.3700 -0.2433 5.3924 0.0 0.0 0.0
H 0.9035 1.0372 4.3049 0.0 0.0 0.0
H -0.1523 -2.1558 2.7069 0.0 0.0 0.0
H -1.9052 -1.8747 2.7227 0.0 0.0 0.0
H -1.0522 -2.2424 4.2271 0.0 0.0 0.0
H -3.5802 1.0502 2.8472 0.0 0.0 0.0
H -5.9425 1.1928 2.7869 0.0 0.0 0.0
H -6.7379 0.1398 1.6176 0.0 0.0 0.0
H -6.5387 1.8519 1.2643 0.0 0.0 0.0
H -5.5541 0.2968 -0.8577 0.0 0.0 0.0
H -3.4088 -0.1931 -1.9334 0.0 0.0 0.0
H -1.1044 -2.7282 -0.4255 0.0 0.0 0.0
H -1.5935 -3.8787 -1.6839 0.0 0.0 0.0
H -2.7462 -2.7061 -1.0437 0.0 0.0 0.0
H -1.5070 -3.2803 -3.9914 0.0 0.0 0.0
H -1.5135 -2.6486 -6.3581 0.0 0.0 0.0
H 0.1658 -2.1264 -6.4410 0.0 0.0 0.0
H -1.1213 -0.9981 -6.8503 0.0 0.0 0.0
H -0.3305 0.6558 -5.1561 0.0 0.0 0.0
H -0.0278 2.3594 -3.5862 0.0 0.0 0.0
H 0.6326 1.8041 -2.0427 0.0 0.0 0.0
H -1.0610 2.2670 -2.1532 0.0 0.0 0.0
```
Forces are in eV/Å.

[2]
Density functional theory data (the ωB97M-V functional and the def2-TZVPD basis) for a gas-phase ion, C31H41N2O8P2 (charge -1).

Properties
SMILES: CCCCCCCCCCCc1c(PP(=O)(O)O)c(C(=O)[O-])c(N)c2c1C(=O)c1ccc(OCC)c(N=C(C)C)c1C2=O
charge: -1

Structure (XYZ):
```
84
Properties=species:S:1:pos:R:3:forces:R:3
C -5.3196 3.6122 1.1932 0.2 0.4 0.5
C -4.0481 4.1946 0.5367 -1.3 -0.3 0.0
C -4.3425 4.5878 -0.8988 0.7 0.4 -0.3
C -3.1975 5.3735 -1.5380 -0.1 -1.1 -0.2
C -1.9293 4.5069 -1.7613 -0.4 0.6 -0.3
C -1.3441 4.7275 -3.1795 0.6 -0.3 1.0
C 0.2013 4.6973 -3.1924 -0.3 -0.2 -0.8
C 0.8362 3.4711 -3.8883 -0.2 0.7 1.1
C 0.6000 2.1989 -3.0877 0.9 -0.6 -0.6
C 1.0747 0.9427 -3.8458 0.0 0.4 0.4
C 1.2946 -0.2915 -2.9355 -0.6 -0.2 -1.1
C 0.4166 -0.4068 -1.7179 0.8 0.5 -1.0
C -0.9593 -0.4994 -1.7770 -0.9 -0.1 -2.1
P -1.7120 -0.5018 -3.4642 1.0 0.4 -1.0
P -1.7387 -2.6274 -3.8955 -0.8 0.1 -0.5
O -1.7690 -2.9164 -5.3233 0.1 0.1 -0.9
O -2.9860 -3.3029 -3.1476 0.4 0.0 0.4
O -0.4171 -3.2992 -3.2669 -0.1 0.2 0.7
C -1.7530 -0.6188 -0.6849 -1.6 0.1 1.0
C -3.2717 -0.7411 -0.8087 -1.2 0.6 -0.5
O -3.8930 0.0393 -1.5787 0.8 0.6 0.1
O -3.7746 -1.6213 -0.1328 -0.1 -1.5 0.7
C -1.1870 -0.6673 0.5799 -0.4 0.3 0.5
N -1.9664 -0.7754 1.7664 -0.1 -0.1 0.2
C 0.1750 -0.6101 0.6373 0.6 -0.1 1.7
C 0.9650 -0.4668 -0.4777 1.5 0.0 0.4
C 2.4335 -0.3865 -0.2263 0.0 0.3 -0.2
O 3.1848 0.3867 -0.7843 0.1 -0.2 0.1
C 2.9131 -1.3489 0.8124 -0.3 1.5 -2.0
C 4.0810 -2.0069 0.6393 1.0 0.1 -0.8
C 4.4452 -2.9015 1.5932 1.4 -0.3 -1.0
C 3.6584 -3.1079 2.6654 0.5 -1.6 1.6
O 4.0636 -4.0552 3.5797 0.0 -0.3 0.2
C 3.5020 -5.3718 3.3991 -0.3 0.1 -0.3
C 2.6945 -5.5903 2.1366 -0.1 -0.4 0.0
C 2.5014 -2.4151 2.8647 -1.7 1.7 1.2
N 1.6786 -2.6313 3.9737 0.9 -1.6 -0.2
C 2.2386 -2.6265 5.1154 -0.5 0.1 0.4
C 1.7115 -3.5776 6.1576 -0.6 0.2 -0.4
C 3.3987 -1.7827 5.5153 0.7 -0.5 0.0
C 2.1355 -1.5174 1.8991 -1.3 0.3 0.4
C 0.8816 -0.7083 1.9547 0.0 0.2 0.3
O 0.5092 -0.1690 2.9763 0.1 -0.2 -0.1
H -5.5732 4.1468 2.1103 0.0 0.1 0.1
H -5.2004 2.5775 1.4793 -0.1 -0.4 -0.2
H -6.1826 3.7225 0.5475 -0.2 -0.2 -0.2
H -3.7664 5.0982 1.0750 0.4 -0.1 0.1
H -3.2895 3.4216 0.5824 0.5 0.2 0.0
H -5.2599 5.1749 -0.9515 -0.1 0.1 0.2
H -4.5002 3.7235 -1.5351 -0.2 -0.4 0.1
H -3.5373 5.6647 -2.5295 -0.1 0.5 0.0
H -2.9563 6.2440 -0.9316 0.0 0.3 -0.1
H -2.1615 3.4501 -1.6432 -0.1 -0.1 0.1
H -1.2029 4.7654 -0.9943 0.2 -0.1 0.0
H -1.7448 3.9355 -3.8066 -0.1 0.0 -0.4
H -1.6968 5.6838 -3.5497 0.0 0.1 -0.2
H 0.5734 5.5949 -3.6856 0.0 0.1 -0.1
H 0.5606 4.7496 -2.1695 0.2 -0.1 0.2
H 1.9021 3.6983 -3.9006 0.2 -0.3 -0.3
H 0.4952 3.3834 -4.9174 -0.2 0.0 -0.1
H -0.4479 2.0678 -2.8441 -0.3 0.1 0.1
H 1.1600 2.2472 -2.1537 -0.1 0.2 0.2
H 0.3472 0.7510 -4.6229 -0.1 -0.3 -0.1
H 2.0081 1.1397 -4.3714 0.3 0.2 0.1
H 2.3424 -0.3563 -2.6975 0.2 0.1 0.3
H 1.0766 -1.1754 -3.5388 0.1 -0.1 -0.2
H -3.0564 -0.1034 -3.3711 0.0 -0.7 0.5
H -2.7058 -4.0879 -2.6680 -0.2 -0.2 0.2
H -0.2805 -2.9927 -2.3587 0.1 0.0 0.1
H -1.5188 -1.4584 2.3633 -0.2 -0.2 0.1
H -1.8918 0.0804 2.3005 0.0 0.2 -0.1
H 4.6903 -1.8239 -0.2263 0.1 0.1 -0.2
H 5.3688 -3.4409 1.4793 0.2 -0.3 0.2
H 4.3292 -6.0741 3.3832 0.2 0.0 0.3
H 2.8499 -5.5806 4.2441 0.1 0.0 0.3
H 3.2533 -5.4107 1.2271 0.1 0.3 -0.2
H 1.7560 -5.0498 2.1234 -0.1 0.3 0.0
H 2.4230 -6.6443 2.1051 0.0 -0.2 0.1
H 2.5248 -4.0323 6.7112 0.1 0.2 0.3
H 1.2094 -4.3706 5.6169 -0.2 -0.2 0.0
H 0.9618 -3.1267 6.8026 0.2 0.1 0.4
H 3.1823 -1.1968 6.4026 -0.3 0.1 0.1
H 3.7661 -1.1350 4.7298 -0.1 0.1 -0.2
H 4.2071 -2.4558 5.8005 0.2 0.0 0.0
```
Forces are in eV/Å.

Number 1: HOMO-LUMO gap 7.141 eV, HOMO -7.667 eV. Number 2: HOMO-LUMO gap 6.660 eV, HOMO -4.897 eV.